{"formula": "C6H18BrClF2N4O8P3", "method": "wB97M-V/def2-TZVPD", "energy_ha": -5318.78386, "multiplicity": 1, "total_charge": -1, "homo_ev": -5.82, "lumo_ev": 1.97, "symbols": ["O", "P", "O", "O", "P", "P", "F", "F", "Cl", "O", "C", "Br", "C", "C", "C", "O", "O", "H", "H", "H", "H", "H", "H", "H", "H", "H", "H", "C", "O", "N", "N", "H", "H", "H", "H", "C", "O", "N", "N", "H", "H", "H", "H"], "positions_angstrom": [[3.09, -0.29, 0.41], [1.72, -0.29, 0.92], [0.66, -0.19, -0.27], [1.37, -1.72, 1.58], [1.42, 1.23, 2.45], [-0.63, 2.23, 2.25], [-0.80, 1.93, 3.84], [0.16, 3.61, 2.55], [-2.46, 3.39, 2.36], [-0.46, 2.50, 0.58], [-1.36, 1.87, -0.23], [-2.59, 3.12, -1.16], [-2.05, 0.75, 0.59], [-3.57, 0.69, 0.69], [-4.01, -0.63, 1.31], [-4.00, -0.60, 2.73], [-1.47, 0.80, 1.88], [0.32, -1.08, -0.50], [0.62, -1.64, 2.18], [1.11, 0.29, 3.46], [-0.82, 1.45, -1.07], [-1.74, -0.19, 0.12], [-4.03, 0.83, -0.28], [-3.92, 1.48, 1.35], [-5.03, -0.87, 1.01], [-3.36, -1.45, 0.96], [-3.22, -0.09, 2.99], [4.46, 2.32, -2.68], [5.29, 2.87, -3.39], [4.76, 1.30, -1.83], [3.14, 2.68, -2.69], [4.07, 0.85, -1.25], [5.72, 1.02, -1.76], [2.88, 3.44, -3.29], [2.45, 2.27, -2.09], [0.10, -3.82, -1.48], [-0.32, -2.84, -0.89], [1.26, -3.79, -2.19], [-0.56, -5.01, -1.46], [1.64, -4.59, -2.67], [1.79, -2.93, -2.19], [-1.41, -5.05, -0.93], [-0.23, -5.84, -1.93]], "lowdin_charge": [-0.365, 0.203, -0.201, -0.193, 0.771, 0.051, -0.302, -0.304, 0.337, -0.330, -0.718, 0.630, -0.402, -0.187, -0.255, -0.077, -0.309, 0.032, 0.061, -0.126, 0.069, 0.126, 0.089, 0.073, 0.109, 0.110, 0.070, -0.695, -0.008, 0.160, 0.150, 0.052, 0.098, 0.095, 0.091, -0.652, 0.024, 0.168, 0.154, 0.094, 0.112, 0.105, 0.091]}